1.
This record from OMol25 describes a 2-piece molecular cluster, C29H28FN2 overall in a non-equilibrium geometry. The level of theory is ωB97M-V/def2-TZVPD.

* total charge: +1
* LUMO: -3.0926 eV
* orbital gap: 0.2843 hartree
* ΔE to the lowest compared entry with this formula, charge and spin: 119.18 kJ/mol
* spin multiplicity: 1

Last column: natural (NBO) charge in e.
Atoms and positions in Å:
F 3.2705 2.5543 6.5065  -0.32
C 2.8535 1.4909 5.7515  0.43
C 3.7101 0.4055 5.5989  -0.30
C 3.2831 -0.6928 4.8371  -0.18
C 2.0376 -0.6735 4.2378  -0.27
C 1.1565 0.3890 4.5335  0.09
C -0.2722 -0.0654 4.5389  -0.47
C -1.5442 0.7522 4.5091  0.07
C -2.6468 -0.1172 4.6345  -0.26
C -3.8008 0.3144 5.2753  -0.19
C -3.8538 1.6188 5.7877  -0.22
C -2.8706 2.5309 5.4204  -0.19
C -1.7234 2.1281 4.7209  -0.26
C 1.5496 1.5076 5.2689  -0.32
H 4.6668 0.3861 6.1161  0.24
H 3.9032 -1.5758 4.7554  0.22
H 1.6976 -1.5245 3.6342  0.19
H -0.3397 -0.8488 3.7861  0.19
H -2.5251 -1.1792 4.3775  0.20
H -4.6133 -0.3921 5.4183  0.21
H -4.6630 1.9187 6.4531  0.22
H -2.9913 3.5636 5.7095  0.22
H -1.0015 2.8650 4.3772  0.22
H 0.8635 2.3162 5.4993  0.24
C -0.4721 -2.6048 -0.5057  -0.41
N -0.1313 -3.4668 0.6145  -0.30
C -0.9287 -3.7067 1.6786  0.50
H -0.3100 -0.5201 5.4859  0.22
C -2.3893 -3.7730 1.7185  -0.17
C -2.9941 -5.0717 1.6854  -0.16
C -4.3434 -5.1518 1.3958  -0.20
C -5.1225 -3.9973 1.3684  0.01
C -6.5557 -4.1368 1.0014  -0.64
C -4.5581 -2.7611 1.6750  -0.15
C -3.1776 -2.6035 1.7447  -0.19
N -0.1678 -4.2882 2.6366  -0.31
C -0.6095 -4.4807 4.0080  -0.42
C 1.0745 -4.6618 2.0888  0.17
C 1.0926 -4.1355 0.7834  0.11
C 1.7770 -4.7438 -0.2560  -0.20
C 2.3787 -5.9624 0.0447  -0.19
C 2.3511 -6.5005 1.3464  -0.19
C 1.7535 -5.8253 2.4057  -0.23
H 0.4122 -2.5774 -1.1461  0.23
H -1.3110 -3.0242 -1.0618  0.23
H -0.7354 -1.6109 -0.1231  0.23
H -2.3886 -5.9802 1.8080  0.23
H -4.8337 -6.0974 1.1907  0.23
H -7.1100 -3.2005 1.0774  0.23
H -6.6514 -4.4942 -0.0314  0.24
H -7.0764 -4.8851 1.6079  0.24
H -5.1728 -1.8761 1.7948  0.22
H -2.6349 -1.6467 1.8164  0.23
H 0.1204 -5.1245 4.5030  0.23
H -0.6672 -3.5033 4.5128  0.23
H -1.5969 -4.9558 4.0455  0.24
H 1.7209 -4.3450 -1.2699  0.24
H 2.8047 -6.5537 -0.7604  0.24
H 2.7496 -7.4963 1.5244  0.24
H 1.7140 -6.2089 3.4209  0.23

=====

2.
This record from OMol25 describes C16H38ClNNiPYb as an isolated structure in a non-equilibrium geometry. The level of theory is ωB97M-V/def2-TZVPD.

* total charge: -2
* LUMO (spin up / spin down): 4.6857 / 4.6898 eV
* orbital gap (spin up / spin down): 0.0803 / 0.2496 hartree
* expectation value of S²: 3.761
* spin multiplicity: 4

Last column: Mulliken spin population.
Atoms and positions in Å:
Yb -0.4505 0.8621 -2.3691  0.87
Cl -0.3717 2.1417 -4.7328  -0.01
C -2.5356 -0.3624 -2.4954  0.02
H -2.4735 -1.2876 -1.9074  0.01
H -3.0261 -0.5544 -3.4542  0.00
H -3.0966 0.3934 -1.9217  0.00
Ni 0.1859 -0.0036 -4.8861  0.13
C 1.8716 0.3147 -4.0505  -0.03
C -1.3620 -0.4372 -5.9076  -0.01
C 0.3968 -1.7786 -4.5847  0.84
H -1.4589 -1.4960 -6.1966  0.00
H -2.2626 -0.1083 -5.3639  0.01
H -1.2724 0.1767 -6.8228  0.00
H 2.4682 -0.5869 -3.8395  0.00
H 2.3795 0.8591 -4.8743  0.01
H 1.9035 1.0078 -3.1840  0.01
H -0.3299 -2.5818 -4.8679  0.03
H 1.2274 -2.1945 -3.9724  0.01
C -1.3690 0.4813 3.6761  1.36
C -1.5756 0.3332 2.1646  -2.78
C -2.3958 -0.9325 1.8820  0.54
C -2.3682 1.5299 1.6121  0.46
P 0.0911 0.2565 1.2558  2.52
N -0.2110 0.6053 -0.2620  -0.18
C 1.3054 1.5962 1.8391  -3.63
C 1.9878 1.2040 3.1519  1.44
C 2.3595 1.8335 0.7433  0.56
C 0.5347 2.9081 2.0305  1.16
C 0.8347 -1.4844 1.3322  -2.11
C 2.2732 -1.4430 0.8005  0.55
C 0.8423 -2.0335 2.7627  0.98
C 0.0342 -2.4223 0.4122  0.23
H -2.3586 0.4468 4.1582  -0.35
H -0.9165 1.4414 3.9412  -0.02
H -0.7668 -0.3303 4.1016  0.30
H -3.3977 -0.7897 2.3145  -0.05
H -2.5229 -1.0946 0.8042  0.15
H -1.9769 -1.8313 2.3445  -0.08
H -1.9993 2.4897 1.9802  0.10
H -2.3132 1.5331 0.5157  0.06
H -3.4205 1.4303 1.9074  -0.06
H 2.6684 0.3553 3.0327  0.00
H 2.5939 2.0598 3.4819  -0.42
H 1.2706 0.9857 3.9513  0.41
H 1.8685 1.9463 -0.2330  0.00
H 2.8948 2.7651 0.9724  -0.04
H 3.0978 1.0298 0.6734  0.16
H -0.0366 3.1597 1.1292  0.21
H -0.1303 2.8932 2.9005  -0.09
H 1.2670 3.7106 2.1982  -0.20
H 2.9609 -0.9141 1.4693  -0.06
H 2.6331 -2.4786 0.7155  -0.04
H 2.3090 -0.9985 -0.2018  0.05
H -0.1651 -2.2092 3.1581  -0.08
H 1.3563 -3.0085 2.7464  -0.19
H 1.3923 -1.3845 3.4566  0.17
H -0.8927 -2.7898 0.8656  0.06
H -0.2090 -1.9154 -0.5336  0.04
H 0.6569 -3.2991 0.1800  -0.02

=====

3.
This record from OMol25 describes C42H84F18MgN3O30S6 as an isolated structure in a non-equilibrium geometry. The level of theory is ωB97M-V/def2-TZVPD.

* total charge: 0
* LUMO (spin up / spin down): -2.2290 / -5.5673 eV
* orbital gap (spin up / spin down): 0.2483 / 0.1256 hartree
* expectation value of S²: 0.757
* spin multiplicity: 2

Last column: Mulliken spin population.
Atoms and positions in Å:
Mg -18.0490 2.8472 13.2732  0.00
C -21.2403 0.2855 8.2830  0.00
F -20.2400 -0.3453 7.6210  0.00
F -22.3050 -0.4989 8.0547  0.00
F -20.8826 0.1888 9.5879  0.00
S -21.5386 2.1857 7.8867  0.00
O -20.1872 2.7859 8.0686  0.00
O -21.9730 2.1530 6.4916  0.00
N -22.8202 2.6143 8.9871  0.00
S -22.9426 4.0845 8.6215  0.00
O -21.7327 4.8870 8.7793  0.00
O -23.6882 4.3558 7.4077  0.00
C -24.1058 4.8362 10.0315  0.00
F -25.1204 4.0469 10.2413  0.00
F -23.4236 4.9223 11.1709  0.00
F -24.5260 6.1132 9.6457  0.00
C -16.8563 0.8754 10.2690  0.00
F -18.1662 0.7642 10.3831  0.00
F -16.4783 0.0265 9.3808  0.00
F -16.3695 2.0648 9.8391  0.00
S -16.0495 0.4152 11.9829  0.00
O -15.9992 -1.0375 12.0441  0.00
O -14.7730 1.1148 12.0055  0.00
N -17.2484 1.1100 13.1728  0.00
S -17.3020 0.0294 14.4001  0.00
O -16.0972 -0.7126 14.6778  0.00
O -17.7237 0.7757 15.5634  0.00
C -18.6230 -1.4016 13.9018  0.00
F -17.9252 -2.4768 13.4019  0.00
F -19.2433 -1.7324 15.0999  0.00
F -19.5220 -0.9260 13.0513  0.00
C -9.4721 -0.3259 19.1846  0.03
F -9.5751 -1.5074 19.8786  0.00
F -10.1967 0.6140 19.9357  0.01
F -8.2841 0.1042 18.9339  0.01
S -10.4014 -0.2706 17.5143  -0.01
O -11.6068 0.3944 17.8147  -0.01
O -9.4590 0.4688 16.6721  0.01
N -10.2661 -1.9530 16.9574  0.80
S -11.7452 -2.5184 17.2684  -0.02
O -11.6640 -3.9100 16.9559  0.06
O -12.3074 -2.2283 18.5658  0.10
C -13.0245 -1.7343 15.9015  0.01
F -14.1214 -1.3386 16.5275  0.00
F -12.5090 -0.6106 15.3358  0.01
F -13.3346 -2.6507 15.0224  0.00
C -14.2513 -6.0306 14.1623  0.00
O -14.6477 -5.5111 15.4940  0.00
C -15.6155 -4.4153 15.4538  0.00
C -17.0082 -4.9080 15.7014  0.00
O -17.3327 -5.4166 16.9986  0.00
C -16.9557 -6.7510 17.3111  0.00
C -17.6627 -7.3052 18.5684  0.00
O -16.9755 -6.7094 19.6148  0.00
C -17.1453 -7.1582 20.9050  0.00
H -15.1338 -6.1490 13.5336  0.00
H -13.6844 -6.9607 14.2023  0.00
H -13.6618 -5.2871 13.6258  0.00
H -15.6623 -3.9257 14.4811  0.00
H -15.4245 -3.5933 16.1437  0.00
H -17.3257 -5.7293 15.0590  0.00
H -17.7707 -4.1292 15.6863  0.00
H -15.8738 -6.7239 17.4416  0.00
H -17.2534 -7.3420 16.4450  0.00
H -17.7079 -8.3943 18.5681  0.00
H -18.6658 -6.8799 18.5980  0.00
H -17.8197 -6.5537 21.5115  0.00
H -16.1519 -7.1905 21.3524  0.00
H -17.3764 -8.2222 20.8532  0.00
C -17.5010 -0.6468 18.2410  0.00
O -17.1901 -1.4366 19.3237  0.00
C -16.3103 -2.5476 19.0406  0.00
C -16.2322 -3.4638 20.3259  0.00
O -16.4344 -2.6240 21.4374  0.00
C -16.0969 -3.2255 22.6852  0.00
C -15.9508 -2.0109 23.6472  0.00
O -16.8847 -1.0391 23.3416  0.00
C -17.2100 -0.2153 24.4767  0.00
H -16.5824 -0.1222 17.9778  0.00
H -18.1924 0.1404 18.5418  0.00
H -18.0419 -1.1842 17.4622  0.00
H -15.3496 -2.0746 18.8372  0.00
H -16.4502 -3.1121 18.1187  0.00
H -15.3671 -4.1261 20.2948  0.00
H -16.9190 -4.3055 20.4150  0.00
H -15.1665 -3.7926 22.6544  0.00
H -16.8775 -3.9088 23.0196  0.00
H -14.9422 -1.6820 23.3971  0.00
H -15.9776 -2.1712 24.7251  0.00
H -18.1660 0.2384 24.2154  0.00
H -16.4883 0.5765 24.6776  0.00
H -17.2155 -0.7477 25.4278  0.00
C -18.9706 -5.5487 11.0025  0.00
O -18.5618 -6.0254 9.6617  0.00
C -17.2261 -5.8114 9.2547  0.00
C -16.9729 -4.3201 9.1172  0.00
O -15.7449 -4.1980 8.3417  0.00
C -15.3568 -2.8360 8.1360  0.00
C -13.7867 -2.7111 7.9040  0.00
O -13.0457 -2.7484 9.1389  0.00
C -13.0292 -1.5016 9.8420  0.00
H -18.4732 -4.6631 11.3980  0.00
H -18.8542 -6.3671 11.7130  0.00
H -20.0584 -5.4902 11.0409  0.00
H -17.0866 -6.2016 8.2466  0.00
H -16.4912 -6.2327 9.9407  0.00
H -16.9266 -3.8174 10.0833  0.00
H -17.7850 -3.7310 8.6914  0.00
H -15.5786 -2.2699 9.0407  0.00
H -15.7622 -2.4240 7.2119  0.00
H -13.6738 -1.7929 7.3276  0.00
H -13.3918 -3.5826 7.3818  0.00
H -12.8874 -0.6784 9.1417  0.00
H -12.1994 -1.5500 10.5471  0.00
H -13.9494 -1.4024 10.4178  0.00
C -21.8325 -8.5293 18.6601  0.00
O -23.1325 -8.9589 18.9991  0.00
C -24.1796 -8.4544 18.0387  0.00
C -24.2481 -6.8315 17.9805  0.00
O -23.2312 -6.3614 17.0961  0.00
C -23.3871 -5.0121 16.7144  0.00
C -22.1127 -4.4744 16.1963  0.00
O -21.7971 -5.2353 15.0238  0.00
C -20.4349 -5.1528 14.4973  0.00
H -21.0835 -8.9936 19.3017  0.00
H -21.7846 -7.4501 18.8058  0.00
H -21.5787 -8.7974 17.6345  0.00
H -25.1469 -8.8206 18.3827  0.00
H -24.0451 -8.8134 17.0183  0.00
H -24.0763 -6.3488 18.9426  0.00
H -25.1934 -6.3976 17.6547  0.00
H -23.5350 -4.4943 17.6622  0.00
H -24.3205 -4.9331 16.1570  0.00
H -21.4079 -4.6108 17.0164  0.00
H -22.2344 -3.4583 15.8210  0.00
H -19.6901 -5.5472 15.1884  0.00
H -20.1814 -4.1049 14.3371  0.00
H -20.2043 -5.6780 13.5704  0.00
C -15.5028 4.1654 12.5080  0.00
O -16.8337 3.9004 12.0244  0.00
C -17.2897 4.7672 10.9607  0.00
C -18.7705 4.3180 10.8356  0.00
O -19.1636 3.4653 11.9235  0.00
C -20.4055 2.9187 11.8179  0.00
C -21.0464 2.5503 13.1815  0.00
O -20.1235 1.9535 14.0163  0.00
C -20.7801 1.0798 14.9382  0.00
H -14.7966 3.6671 11.8439  0.00
H -15.3061 3.8458 13.5314  0.00
H -15.2204 5.2178 12.5330  0.00
H -16.7181 4.6318 10.0426  0.00
H -17.1050 5.7640 11.3612  0.00
H -18.8337 3.7714 9.8947  0.00
H -19.3660 5.2299 10.8791  0.00
H -20.4490 2.0503 11.1605  0.00
H -21.1009 3.6656 11.4348  0.00
H -21.7989 1.7973 12.9473  0.00
H -21.5581 3.3694 13.6867  0.00
H -21.4195 1.6664 15.5978  0.00
H -20.0317 0.5984 15.5676  0.00
H -21.3264 0.3233 14.3748  0.00
C -15.3813 1.5464 5.7802  0.00
O -16.5128 0.8129 6.1106  0.00
C -17.6235 1.6416 6.4094  0.00
C -18.2783 2.3433 5.1958  0.00
O -17.4848 3.4772 4.7398  0.00
C -18.1060 4.0094 3.5696  0.00
C -19.4907 4.7473 3.7057  0.00
O -19.8846 5.4543 2.4973  0.00
C -20.1730 4.6015 1.3700  0.00
H -15.1294 1.4981 4.7207  0.00
H -14.5451 0.9624 6.1646  0.00
H -15.4141 2.6097 6.0178  0.00
H -17.4153 2.3351 7.2241  0.00
H -18.3072 0.9228 6.8611  0.00
H -19.2667 2.6950 5.4918  0.00
H -18.3171 1.6583 4.3488  0.00
H -18.0863 3.3012 2.7413  0.00
H -17.3762 4.7450 3.2314  0.00
H -19.4601 5.5240 4.4698  0.00
H -20.2390 4.0052 3.9841  0.00
H -19.8122 3.5745 1.4260  0.00
H -19.5842 4.9387 0.5170  0.00
H -21.1967 4.5068 1.0076  0.00

=====

Which of these has the lowest total charge?
C16H38ClNNiPYb